# 1
99
Properties=species:S:1:pos:R:3:forces:R:3 method="wB97M-V/def2-TZVPD" total_charge=0 gap_ev=6.80 e_homo_ev=-7.398
Rb 1.224521 -0.366128 -1.269446 -0.06 0.44 0.43
N 5.011210 -3.335962 -2.071038 -0.99 0.67 0.07
C 4.240019 -4.443080 -1.903554 -0.81 -1.42 0.27
C 3.148746 -4.049509 -1.131490 1.18 1.25 -0.99
N 3.221809 -2.679873 -0.911695 1.22 -0.29 -0.97
C 4.336138 -2.283703 -1.535006 -1.01 -0.45 1.00
C 4.783473 -0.915866 -1.629447 -0.09 1.00 0.46
N 4.097471 0.150573 -1.212863 1.67 -0.53 -1.21
C 4.955611 1.213551 -1.479662 -0.99 0.48 0.73
C 6.155277 0.793244 -1.968194 0.13 -0.18 -0.51
N 6.012991 -0.575930 -2.112861 0.39 -0.31 0.09
H 5.801233 -3.265597 -2.665307 0.50 -0.13 -0.40
H 4.527752 -5.374495 -2.426869 -0.37 0.65 0.80
H 2.256098 -4.515514 -0.784454 -0.13 -0.78 0.03
H 4.574869 2.219336 -1.269858 0.58 -0.46 -0.06
H 7.088382 1.287864 -2.248067 -0.65 -0.12 0.12
H 6.723130 -1.214777 -2.480364 -0.49 0.61 0.42
N 1.951017 -3.836020 2.369501 -1.20 -0.48 -0.89
N 0.762051 -4.702433 2.213695 1.79 0.94 1.62
C -0.253974 -4.245526 1.482233 -0.94 -2.40 -0.47
N -1.301307 -5.121298 1.537815 0.42 0.20 0.64
N 0.019985 -3.240551 0.689196 -1.43 0.76 -0.94
N -1.038007 -2.884477 -0.111680 -2.38 -0.21 -0.86
O -2.218141 -3.292093 0.072573 1.95 0.39 0.21
O -0.820229 -2.149099 -1.061997 0.62 -0.27 0.57
H 1.735988 -3.007735 1.760368 0.26 -0.69 0.88
H 2.637766 -4.355121 1.824402 0.23 0.23 0.19
H 0.448238 -5.159182 3.075236 0.70 0.41 -0.32
H -1.222294 -5.905355 2.177041 0.09 0.33 -0.37
H -2.120465 -5.069936 0.981031 -0.38 0.60 -0.26
N -6.731443 1.538136 0.391695 0.42 -0.74 0.32
H -6.828396 2.374495 -0.142720 -0.09 0.33 -0.41
H -7.564948 1.366834 0.939680 0.10 -0.15 -0.30
H -6.462844 0.742290 -0.194969 -0.45 0.57 0.38
C -4.593306 -1.088967 -1.410670 0.16 -0.14 -2.02
As -4.864321 0.197275 -2.953955 -0.41 -1.12 -0.53
C -3.944080 -0.847833 -4.496829 0.37 0.73 1.32
C -6.732944 -0.418658 -3.505225 0.74 1.11 -0.18
H -5.353960 -1.915035 -1.434408 0.92 0.79 0.24
H -4.586925 -0.466084 -0.540764 -0.22 0.01 0.74
H -3.556478 -1.420989 -1.598616 -0.57 -0.33 0.42
H -4.116230 -0.340533 -5.442051 -0.01 0.12 0.01
H -4.322809 -1.842736 -4.543295 -0.64 -0.78 -0.06
H -2.860655 -0.980911 -4.318217 -0.43 0.54 0.01
H -6.566845 -1.438401 -3.833983 -0.27 -0.01 -0.55
H -7.030672 0.326137 -4.297072 0.05 -1.21 0.59
H -7.493101 -0.456204 -2.717803 0.35 0.36 0.04
C 0.727425 1.355150 -4.505563 -0.54 -1.59 0.18
C 0.802832 -0.100754 -5.076325 -0.27 0.86 0.21
O 0.158015 -1.072180 -4.215822 1.22 0.10 -0.85
C 0.456230 -2.471343 -4.524487 0.61 0.74 -1.67
C -0.833064 -3.214977 -4.345245 -0.68 -0.70 -0.04
H 0.855649 2.012005 -5.356547 -0.01 0.37 0.06
H 1.487475 1.558916 -3.747970 0.07 -0.06 -0.16
H -0.250658 1.497062 -4.034211 0.06 0.21 -0.26
H 1.859819 -0.276654 -5.262425 0.27 -0.67 0.27
H 0.349929 -0.083467 -6.081888 -0.25 -0.28 0.36
H 1.248291 -2.837862 -3.852753 -0.22 0.13 0.02
H 0.885970 -2.606714 -5.599748 -0.82 0.53 1.62
H -1.139422 -3.094908 -3.300960 -0.27 0.08 -0.25
H -0.734215 -4.296820 -4.519470 0.26 0.24 0.03
H -1.639887 -2.880912 -5.035940 0.65 0.07 0.55
O 0.817125 0.961765 1.068143 0.06 -1.28 -1.63
Si 0.656766 1.849177 2.306272 -0.46 2.00 1.72
C 1.270620 1.139736 3.941381 1.26 -1.22 0.74
C 1.943439 1.807135 4.965073 -1.11 -1.96 1.32
C 2.311298 1.180335 6.195463 0.89 1.11 -1.80
C 2.411041 -0.185175 6.264082 -0.49 0.05 0.75
C 1.735422 -0.875529 5.275686 -0.20 -1.83 -0.75
C 1.173455 -0.244157 4.181823 0.02 0.51 -0.11
C -1.077493 2.408699 2.866432 -1.89 -0.92 -1.38
C -1.709793 1.676157 3.893618 -0.29 1.15 -0.04
C -3.087970 1.875369 4.167729 -0.06 -1.54 1.59
C -3.877359 2.716958 3.416549 0.77 0.29 -0.66
C -3.278464 3.469124 2.377183 0.36 -0.84 0.62
C -1.945246 3.226838 2.043428 0.44 0.27 0.62
C 1.554543 3.516394 2.283018 0.76 -1.74 0.46
C 0.952968 4.735281 2.345527 1.04 2.81 -0.89
C 1.785316 5.912645 2.376178 -2.33 -0.88 -0.31
C 3.131639 5.829829 2.484761 1.15 -0.59 0.60
C 3.758504 4.585489 2.568624 -0.70 -1.22 0.23
C 2.955758 3.433193 2.453985 1.54 0.64 -0.19
H 2.138228 2.811380 4.860133 0.24 2.31 -0.02
H 2.720084 1.794035 6.977968 0.24 0.20 0.17
H 2.973105 -0.620917 7.098105 -0.59 -0.21 -0.32
H 1.616959 -1.977062 5.249397 0.46 0.65 0.39
H 0.702965 -0.853548 3.434531 -0.30 -0.32 -0.28
H -1.087150 1.000054 4.496897 -0.61 0.34 -0.15
H -3.584343 1.311976 5.049189 0.92 0.81 -1.63
H -4.943950 2.701629 3.563553 -0.18 0.44 0.19
H -3.840586 4.245213 1.879286 -0.18 -0.21 -0.38
H -1.566758 3.747140 1.135252 -0.03 -0.44 0.82
H -0.113237 4.938588 2.211702 0.38 -0.51 0.30
H 1.268147 6.858008 2.257537 0.21 0.17 0.27
H 3.748177 6.679417 2.653741 0.24 0.88 -0.22
H 4.827737 4.488908 2.816879 -0.56 0.14 -0.35
H 3.515932 2.466763 2.522754 -0.95 0.66 -0.15
O -3.944156 6.141694 -1.361614 1.13 1.04 1.17
C -3.276510 6.756797 -0.670951 -1.12 -1.05 -1.16

=====

# 2
92
Properties=species:S:1:pos:R:3:forces:R:3 method="wB97M-V/def2-TZVPD" spin_multiplicity=3 total_charge=+3 gap_ev="5.64 / 4.92" e_homo_ev="-16.120 / -16.361"
W -0.247327 1.844464 -0.287587 -0.36 -0.30 -0.05
C 1.748463 -3.681961 3.915413 -0.04 -0.06 0.00
C 2.876938 -2.670179 3.667629 0.02 0.10 -0.05
C 3.887172 -3.251702 2.665877 -0.01 -0.04 -0.01
C 3.598604 -2.392163 4.986183 -0.01 -0.04 0.03
C 2.260151 -1.404815 3.070260 -0.04 -0.08 -0.11
C 1.631499 -1.470615 1.842928 0.03 -0.03 0.07
C 1.052536 -0.309181 1.295424 0.24 -0.22 0.17
N 0.388669 -0.137426 0.129437 -0.13 0.19 -0.10
C 0.066486 -1.067295 -0.858517 0.07 -0.29 -0.05
C 0.137410 -2.455097 -0.840386 -0.03 -0.06 -0.01
C -0.182523 -3.174176 -1.991449 0.01 -0.04 0.15
C -0.591944 -2.479907 -3.133641 0.00 0.11 -0.10
C -0.725764 -1.087023 -3.204739 0.03 -0.16 0.11
C -0.393691 -0.443071 -2.029695 -0.05 0.38 -0.18
O -0.506625 0.938657 -1.853609 0.20 -0.02 0.35
C -1.191305 -0.355672 -4.463138 -0.02 0.02 0.03
C -0.061093 0.550901 -4.973616 0.02 0.01 0.02
C -2.433917 0.490647 -4.138943 0.00 0.08 0.03
C -1.564314 -1.336002 -5.574836 0.00 -0.01 -0.04
C -0.090859 -4.701025 -1.954583 0.05 0.10 -0.03
C -1.113031 -5.227902 -0.938439 -0.03 -0.02 0.06
C 1.328065 -5.101385 -1.520149 -0.01 -0.04 0.02
C -0.377140 -5.325879 -3.319181 -0.02 -0.03 -0.01
C 1.199885 0.915092 2.017294 -0.10 0.37 -0.12
O 0.646697 1.969446 1.305776 0.01 -0.19 -0.01
C 1.794399 1.053198 3.242773 0.09 -0.27 0.03
C 2.308111 -0.162861 3.745412 -0.03 0.17 0.02
C 1.908774 2.379002 3.991490 -0.03 0.01 -0.04
C 2.610621 2.200195 5.337588 0.01 0.03 0.04
C 2.726448 3.367264 3.145260 0.00 0.02 -0.01
C 0.497925 2.931946 4.251131 -0.02 0.01 -0.02
H 2.162339 -4.595042 4.342915 0.02 0.01 0.00
H 1.238299 -3.957149 2.989937 0.00 0.00 -0.01
H 1.005452 -3.292798 4.612996 0.00 0.02 0.01
H 4.343125 -4.145417 3.091159 0.00 0.01 0.01
H 4.684472 -2.541700 2.443317 0.01 0.02 0.00
H 3.417447 -3.549575 1.726812 0.00 0.01 -0.01
H 4.038702 -3.319723 5.349616 0.00 0.00 0.00
H 2.918622 -2.038201 5.763602 0.00 0.01 0.00
H 4.412461 -1.674454 4.867323 0.01 0.01 0.00
H 1.619029 -2.407046 1.312662 -0.03 0.05 -0.02
H 0.392133 -3.000370 0.052580 0.01 0.05 -0.01
H -0.832743 -3.052787 -4.014563 -0.01 0.00 0.00
H 0.228294 1.303973 -4.237725 0.00 0.00 0.01
H -0.385835 1.072422 -5.874364 -0.01 0.00 0.00
H 0.823275 -0.032990 -5.228965 0.00 -0.01 0.00
H -2.178183 1.320667 -3.474623 -0.05 0.00 -0.01
H -3.219491 -0.118752 -3.684785 0.00 -0.02 0.00
H -2.832983 0.921624 -5.057565 0.01 -0.01 -0.01
H -0.716308 -1.949673 -5.878769 0.01 -0.01 -0.01
H -1.881614 -0.771058 -6.450989 0.00 0.00 0.00
H -2.388882 -1.990862 -5.290082 -0.01 -0.01 0.02
H -0.925987 -4.846152 0.067400 0.00 0.01 0.01
H -1.056494 -6.315164 -0.887919 0.01 -0.01 -0.02
H -2.131694 -4.958235 -1.220739 -0.01 0.01 -0.02
H 1.558387 -4.767541 -0.506148 0.01 0.01 0.01
H 2.082294 -4.697837 -2.196710 0.00 0.01 -0.02
H 1.418629 -6.187388 -1.525059 -0.01 0.00 -0.01
H -1.396310 -5.129706 -3.657579 0.00 0.01 0.00
H -0.270811 -6.407321 -3.243881 0.01 0.00 0.00
H 0.323977 -4.982696 -4.082126 0.01 0.00 -0.01
H 2.792695 -0.136172 4.708694 0.00 0.01 0.01
H 3.634406 1.840717 5.225371 0.01 -0.01 -0.01
H 2.067249 1.526345 6.001776 -0.01 -0.01 0.00
H 2.663393 3.168580 5.833882 0.00 0.00 0.01
H 3.729479 2.986351 2.949890 0.00 -0.02 0.00
H 2.829817 4.307699 3.686454 -0.01 0.00 0.01
H 2.249224 3.587054 2.188790 0.00 0.01 0.01
H -0.098029 2.234047 4.840820 0.01 -0.01 0.00
H -0.035889 3.146467 3.323200 0.00 0.00 0.01
H 0.570671 3.862695 4.813546 0.02 0.00 0.00
C -4.365602 5.344933 -0.086665 0.01 0.00 -0.02
N -3.594776 4.154692 0.312433 0.02 -0.04 0.02
C -3.425277 3.010019 -0.313988 -0.01 0.04 -0.01
S -2.446313 1.784228 0.554870 0.17 0.11 -0.10
N -3.941973 2.639358 -1.463758 0.03 -0.05 0.04
C -4.984211 3.284264 -2.283141 0.00 -0.01 0.00
H -3.953270 6.188550 0.459773 -0.03 0.01 0.01
H -5.415442 5.230539 0.174194 0.00 0.03 -0.01
H -4.251616 5.532268 -1.148790 -0.01 0.02 0.00
H -3.202138 4.183310 1.243151 -0.01 -0.01 -0.01
H -3.661394 1.718096 -1.771470 0.02 0.01 0.00
H -5.776676 3.672756 -1.651446 -0.01 0.01 -0.02
H -5.401481 2.511821 -2.922528 -0.01 0.02 -0.01
H -4.563360 4.068420 -2.907838 -0.01 0.01 0.00
Cl -1.449918 6.623813 -2.859452 0.05 -0.01 0.01
C -0.147373 6.394243 -1.689800 0.08 -0.18 -0.03
Cl -0.396034 7.354081 -0.237490 0.02 -0.02 -0.01
Cl 1.439240 6.642407 -2.399596 -0.15 0.01 0.05
C -0.220186 4.971394 -1.271126 0.03 0.19 -0.06
N -0.284140 3.872502 -0.944849 -0.03 0.06 0.01

=====

# 3
96
Properties=species:S:1:pos:R:3:forces:R:3 method="wB97M-V/def2-TZVPD" total_charge=0 smiles="COCc1c(Cl)cc2nc(OC(=O)c3ccccc3)c(COO)nc2c1CCCI.COCCOCCOC.COCCOCCOC" gap_ev=8.78 e_homo_ev=-8.960
C 12.138324 -1.603993 -4.314643 0.00 0.00 0.17
O 10.936989 -0.933690 -3.980116 -0.09 -0.21 0.01
C 10.243306 -0.320378 -5.046902 -0.04 0.14 -0.12
C 8.769205 -0.593253 -4.909479 0.11 -0.24 -0.17
C 8.202712 -1.743306 -5.527545 -0.04 0.20 0.18
Cl 9.205967 -2.827348 -6.433641 0.17 -0.10 -0.08
C 6.881143 -2.049421 -5.429406 0.00 -0.13 -0.08
C 6.043803 -1.207433 -4.683354 -0.02 0.13 0.10
N 4.720501 -1.520295 -4.570365 -0.01 0.04 0.07
C 4.004921 -0.712118 -3.872551 0.15 -0.21 -0.15
O 2.669617 -0.978411 -3.693317 -0.24 0.40 -0.01
C 1.808805 -0.600544 -4.719915 0.11 -0.35 -0.55
O 2.050777 -0.808108 -5.876622 0.01 0.40 0.64
C 0.591268 0.071768 -4.195431 0.05 -0.24 0.04
C 0.162100 -0.130089 -2.888784 0.07 -0.01 0.14
C -0.973405 0.514541 -2.424557 0.12 -0.07 -0.02
C -1.663754 1.366260 -3.270874 -0.15 0.10 -0.01
C -1.241268 1.561110 -4.578804 -0.05 0.10 0.00
C -0.116182 0.911305 -5.048716 0.04 -0.11 -0.04
C 4.523272 0.462056 -3.232481 -0.17 -0.10 -0.03
C 3.630447 1.373993 -2.432932 0.14 0.26 0.08
O 3.070213 0.747741 -1.294439 -0.08 -0.16 -0.11
O 4.191488 0.237054 -0.549232 0.00 0.00 0.00
N 5.779943 0.764461 -3.336173 0.02 -0.01 0.01
C 6.580802 -0.065533 -4.060121 -0.37 -0.19 -0.05
C 7.958433 0.228707 -4.167428 0.25 0.22 0.03
C 8.488110 1.447839 -3.456309 0.07 -0.22 0.00
C 8.207961 2.729823 -4.243387 0.05 -0.02 0.12
C 8.206129 4.025801 -3.449329 0.18 0.14 -0.38
I 6.952071 4.068277 -1.728680 -0.03 0.02 0.11
H 13.002015 -1.021157 -3.987745 0.06 0.06 -0.12
H 12.202631 -1.803522 -5.384592 0.04 0.03 -0.06
H 12.157042 -2.559072 -3.789962 -0.03 -0.01 0.03
H 10.425197 0.758155 -5.049524 0.04 0.00 0.00
H 10.587424 -0.702446 -6.007105 0.08 -0.03 -0.04
H 6.466256 -2.923427 -5.908422 -0.04 -0.02 0.01
H 0.717386 -0.785888 -2.234113 0.06 0.01 0.01
H -1.293431 0.350056 -1.404364 -0.07 0.02 0.02
H -2.540803 1.894310 -2.920755 -0.03 -0.03 0.06
H -1.795711 2.229214 -5.222805 0.01 0.01 -0.06
H 0.234729 1.039681 -6.062878 -0.02 0.02 -0.05
H 2.772134 1.701406 -3.021977 -0.12 -0.09 0.06
H 4.208151 2.253350 -2.141017 0.10 -0.05 -0.02
H 3.894057 0.410775 0.352588 -0.02 0.07 0.02
H 8.027446 1.493700 -2.471130 -0.07 0.06 0.00
H 9.557666 1.312970 -3.308561 0.02 0.15 0.18
H 7.270745 2.633401 -4.791004 -0.06 0.00 0.05
H 9.009842 2.847349 -4.979636 -0.13 0.00 -0.20
H 7.835985 4.832682 -4.075760 -0.02 0.03 0.02
H 9.207207 4.305195 -3.131018 -0.03 -0.09 0.26
C -2.553133 -5.410017 1.077692 0.00 -0.03 0.11
O -2.748374 -4.328454 1.960122 -0.08 0.17 -0.19
C -1.599129 -3.537611 2.194019 0.01 -0.16 0.13
C -1.909237 -2.057875 2.196141 0.04 0.07 0.12
O -2.242455 -1.508743 0.934182 0.07 0.14 -0.10
C -3.486674 -1.836671 0.340140 0.01 -0.09 -0.14
C -4.706559 -1.265613 1.026786 -0.20 -0.02 0.01
O -4.958222 -1.878676 2.274758 0.28 0.02 0.06
C -5.346533 -0.992692 3.302166 -0.11 -0.07 0.00
H -2.082808 -6.260999 1.582906 0.04 0.00 -0.04
H -3.533202 -5.716534 0.714238 0.00 -0.03 0.04
H -1.936202 -5.122252 0.219916 0.00 0.00 -0.01
H -0.828453 -3.743484 1.442967 -0.02 0.01 -0.04
H -1.190110 -3.791916 3.181121 0.12 0.01 -0.04
H -0.983603 -1.549211 2.478119 -0.01 0.01 0.02
H -2.656874 -1.815108 2.953733 -0.10 -0.12 -0.07
H -3.587007 -2.913620 0.190403 -0.06 -0.01 0.17
H -3.444248 -1.375988 -0.650640 0.00 -0.02 -0.02
H -5.568728 -1.435507 0.367225 0.01 0.11 -0.05
H -4.579150 -0.183451 1.145107 0.03 0.00 0.03
H -4.754570 -0.070804 3.282645 -0.01 0.01 -0.02
H -5.166681 -1.495384 4.252054 -0.05 -0.03 -0.01
H -6.409305 -0.739435 3.240847 0.02 0.09 0.01
C -8.761438 4.428480 5.667680 -0.12 0.01 0.02
O -9.325933 3.214682 6.107707 0.24 -0.12 0.04
C -9.645066 2.298854 5.077554 -0.16 0.13 0.02
C -9.262733 0.880008 5.432458 -0.12 -0.10 0.01
O -7.871559 0.620502 5.470728 0.08 -0.09 -0.12
C -7.090867 1.164415 6.519020 0.12 0.10 -0.01
C -7.331302 0.560901 7.883984 0.05 0.02 0.19
O -8.590221 0.923645 8.416620 -0.11 -0.03 -0.24
C -9.280823 -0.118725 9.065899 0.02 0.06 0.08
H -9.529289 5.120591 5.304296 0.03 0.01 -0.05
H -8.256029 4.882099 6.519383 -0.04 0.02 0.01
H -8.027142 4.264567 4.871824 0.01 0.00 0.00
H -9.151698 2.582346 4.141235 0.04 0.00 0.01
H -10.730371 2.318552 4.910935 0.01 -0.01 -0.12
H -9.635395 0.246859 4.623109 -0.01 -0.01 0.01
H -9.760136 0.559031 6.350009 0.07 0.14 0.07
H -7.162504 2.253649 6.555005 -0.15 -0.03 0.08
H -6.061343 0.915292 6.247832 0.01 0.02 0.00
H -6.542072 0.927715 8.554139 0.06 -0.09 -0.01
H -7.238151 -0.528832 7.816726 -0.04 -0.01 -0.02
H -9.204388 -1.059275 8.509837 0.01 0.00 0.00
H -10.330877 0.166317 9.118141 0.01 0.04 0.04
H -8.909073 -0.275175 10.084549 0.02 -0.06 -0.01